29
Properties=species:S:1:pos:R:3 method="wB97M-V/def2-TZVPD" max_force_ev_per_a=3.86 mol_weight_g_mol=179.3 e_homo_ev=-7.190 orbital_gap_ev=7.04
C -1.21 -2.35 2.73
C 1.50 0.38 2.90
C 1.43 -2.30 -1.47
C -1.30 -1.56 1.66
C 1.60 -0.13 1.70
C 0.34 -2.22 -0.73
C -0.05 1.22 -2.39
C 0.38 2.32 -1.42
C -1.36 0.83 -1.75
C -0.68 2.34 -0.30
N -1.32 1.08 -0.39
Si 0.19 -0.86 0.68
H -2.12 -2.68 3.14
H -0.30 -2.72 3.30
H 2.24 0.87 3.49
H 0.55 0.36 3.40
H 1.47 -3.16 -2.16
H 2.24 -1.67 -1.40
H -2.23 -1.43 1.15
H 2.58 -0.03 1.13
H -0.55 -2.79 -0.80
H -0.04 1.39 -3.44
H 0.70 0.49 -2.19
H 1.39 2.12 -1.05
H 0.28 3.39 -1.84
H -2.12 1.61 -2.28
H -1.75 -0.15 -1.94
H -0.36 2.55 0.68
H -1.48 3.12 -0.43